1.
The following is a DFT calculation (the ωB97M-V functional and the def2-TZVPD basis) of a structure of composition C16H25N5RhS2 at a distorted geometry.

```
! RIJCOSX wB97M-V def2-TZVPD def2/J DEFGRID3
* xyz 3 1
Rh -0.5361 -0.3555 0.1969
C -3.4039 -0.7034 0.3845
C -3.0487 -0.8550 1.8303
N -1.6943 -0.2830 2.0156
C -0.9041 -0.8785 3.1141
C -0.5724 -2.3369 2.8553
S -0.1885 -2.6290 1.1043
C -1.6615 -3.4442 0.4278
C -2.2004 -2.6518 -0.7377
N -2.3085 -1.1890 -0.4974
H -3.5364 0.3550 0.1569
H -4.3442 -1.2127 0.1597
H -3.0500 -1.8907 2.1595
H -3.7941 -0.3386 2.4374
H -1.7933 0.7118 2.2063
H -1.4419 -0.7914 4.0620
H 0.0157 -0.3009 3.2080
H -1.3591 -3.0309 3.1484
H 0.3205 -2.6108 3.4154
H -2.3792 -3.6237 1.2246
H -1.3379 -4.4177 0.0606
H -3.1784 -3.0481 -1.0239
H -1.5394 -2.7799 -1.5943
H -2.4689 -0.7644 -1.4087
N 4.6598 -0.8565 -3.0781
C 3.5166 -0.8046 -2.4095
C 3.4072 -1.2889 -1.0816
C 2.2189 -1.2092 -0.4270
N 1.0920 -0.6768 -0.9832
C 1.1914 -0.2151 -2.2650
C 2.3411 -0.2585 -2.9861
H 5.4830 -1.2800 -2.6819
H 4.7325 -0.5157 -4.0228
H 4.2576 -1.7425 -0.5900
H 2.1409 -1.5921 0.5786
H 0.2865 0.1772 -2.7058
H 2.3471 0.1037 -4.0058
S -1.1731 1.7249 -0.6250
C -0.0192 3.0115 -0.3454
N -0.5385 4.2604 -0.3688
C 0.1962 5.3795 -0.1947
C 1.5469 5.2826 0.0102
C 2.1261 4.0161 0.0245
C 1.3462 2.8823 -0.1525
H -1.5330 4.3605 -0.5476
H -0.3388 6.3188 -0.2207
H 2.1352 6.1785 0.1491
H 3.1938 3.9176 0.1764
H 1.7886 1.8956 -0.1527
*
```

Calculated values
* orbital gap: 6.2 eV
* max |F|: 2.890 eV/A
* relative energy (zero: lowest compared OMol25 entry of this formula, charge and spin): 0.657 eV
* lowest unoccupied orbital energy: -11.13 eV

2.
The following is a DFT calculation (the ωB97M-V functional and the def2-TZVPD basis) of a structure of composition C33H25F5N4O5PtS3.

```
! RIJCOSX wB97M-V def2-TZVPD def2/J DEFGRID3
* xyz -2 5
Pt -1.3336 -1.1220 0.5783
O -0.8336 -6.1731 4.0381
C -0.8829 -5.0693 3.2094
C -1.7281 -4.9695 2.1538
C -1.7152 -3.8027 1.3556
N -0.8732 -2.7286 1.7029
C 0.0161 -2.8976 2.7073
C 0.0410 -4.0185 3.4900
C 1.1096 -1.8660 2.9539
O 1.2167 -1.3751 4.0757
O 1.8918 -1.6102 1.9709
C -2.4874 -3.6853 0.1404
O -3.2300 -4.5839 -0.2747
O -2.3525 -2.5296 -0.5029
H -1.4808 -6.8032 3.7057
H -2.4124 -5.7603 1.8660
H 0.7616 -4.1030 4.2887
F -2.1824 -0.1281 3.4402
C -1.0720 0.5325 3.0484
C -0.5051 0.2698 1.8131
C 0.6172 1.0227 1.5108
F 1.2430 0.8697 0.3318
C 1.1601 1.9523 2.3772
F 2.2591 2.6545 2.0390
C 0.5679 2.1697 3.6063
F 1.0858 3.0705 4.4601
C -0.5629 1.4570 3.9438
F -1.1499 1.6684 5.1355
C 0.4430 0.3931 -2.7188
C -0.9339 0.3963 -3.3890
C -1.4918 -1.0267 -3.5072
C -1.9275 1.3294 -2.7341
C -2.4966 2.3594 -3.4592
C -3.4472 3.2101 -2.9042
C -3.8673 3.0324 -1.5870
C -3.3490 2.0230 -0.8038
C -3.8054 1.7507 0.6106
C -4.4740 2.9461 1.2806
C -4.7306 0.5279 0.6411
C -2.3464 1.1611 -1.3721
N -1.8228 0.2205 -0.6239
H 1.1573 -0.1379 -3.3513
H 0.4282 -0.1136 -1.7559
H 0.8169 1.4074 -2.5626
H -0.8040 0.7871 -4.4054
H -1.6524 -1.4898 -2.5325
H -0.7853 -1.6514 -4.0586
H -2.4442 -1.0312 -4.0432
H -2.1881 2.4989 -4.4896
H -3.8669 4.0120 -3.4997
H -4.6114 3.7019 -1.1742
H -2.9145 1.4979 1.1902
H -5.4346 3.1857 0.8157
H -3.8424 3.8360 1.2424
H -4.6672 2.7121 2.3287
H -5.6536 0.7405 0.0928
H -4.9878 0.2786 1.6725
H -4.2551 -0.3471 0.1973
S 7.4144 -1.6274 -0.3263
C 5.7480 -1.6793 -0.4437
S 4.7695 -2.9713 0.1536
C 3.3042 -2.1481 -0.3592
N 3.5532 -1.0037 -0.9138
N 4.9045 -0.7520 -0.9567
C 5.2510 0.5520 -1.4199
C 6.3138 0.7492 -2.2885
C 6.5956 2.0339 -2.7294
C 5.8210 3.1072 -2.3126
C 4.7535 2.8933 -1.4508
C 4.4620 1.6162 -1.0006
S 1.7465 -2.7815 -0.0847
H 6.9120 -0.0926 -2.6020
H 7.4257 2.1933 -3.4067
H 6.0466 4.1078 -2.6610
H 4.1399 3.7220 -1.1212
H 3.6254 1.4299 -0.3412
*
```

Calculated values
* orbital gap (alpha / beta): 3.9 / 6.4 eV
* max |F|: 0.125 eV/A
* lowest unoccupied orbital energy (alpha / beta): 4.04 / 3.18 eV

3.
The following is a DFT calculation (the ωB97M-V functional and the def2-TZVPD basis) of a cluster of 12 separate species, C24H72O24 in total at a distorted geometry.

```
! RIJCOSX wB97M-V def2-TZVPD def2/J DEFGRID3
* xyz 0 1
C -24.3069 -29.0414 17.2645
C -24.8370 -29.0843 18.7423
O -26.0075 -28.2613 18.7890
O -23.7843 -27.7242 16.9278
H -25.1940 -29.3782 16.7282
H -23.4443 -29.6983 17.3764
H -24.0319 -28.8246 19.4297
H -25.0924 -30.1140 18.9921
H -26.1603 -27.9101 19.6693
H -24.3246 -27.0475 17.3423
C -34.7101 -27.9845 21.2336
C -33.2276 -28.2922 21.3911
O -32.5867 -29.1838 20.3989
O -35.4971 -29.1666 21.2881
H -34.9117 -27.3112 20.4004
H -35.0609 -27.4145 22.0940
H -32.9959 -28.6104 22.4076
H -32.7805 -27.3179 21.5880
H -32.7202 -30.1178 20.5763
H -35.1168 -29.6972 20.5842
C -23.0790 -33.2917 20.6923
C -23.9573 -32.4199 19.9486
O -24.5559 -33.1132 18.8799
O -22.6819 -32.7536 21.9286
H -22.1832 -33.6027 20.1548
H -23.5010 -34.2826 20.8603
H -23.4158 -31.5095 19.6917
H -24.7280 -31.9819 20.5828
H -25.0137 -32.6247 18.1919
H -22.1047 -33.4552 22.2388
C -23.7030 -29.9623 24.1270
C -23.8867 -28.4439 24.5343
O -24.8672 -27.7867 23.7386
O -23.5152 -30.0975 22.7254
H -24.5533 -30.5952 24.3810
H -22.8637 -30.4824 24.5887
H -22.9272 -27.9494 24.3830
H -24.1569 -28.3575 25.5868
H -25.6748 -28.3011 23.8080
H -23.2450 -30.9954 22.5194
C -24.7712 -32.3529 27.0599
C -26.0110 -31.4749 27.3748
O -26.6171 -31.0050 26.2212
O -23.6257 -31.4059 27.2688
H -24.6756 -32.6013 26.0028
H -24.6084 -33.0016 27.9205
H -25.7846 -30.5693 27.9377
H -26.7196 -32.1342 27.8761
H -25.9830 -30.6959 25.5700
H -23.0686 -31.6976 27.9941
C -24.0131 -25.7467 21.3262
C -25.0868 -25.4931 20.2070
O -24.5412 -25.6640 18.9265
O -23.6639 -27.1089 21.2820
H -24.4056 -25.4415 22.2962
H -23.1134 -25.1473 21.1869
H -25.4655 -24.4805 20.3455
H -25.9278 -26.1768 20.3225
H -23.8105 -25.0527 18.8086
H -23.9236 -27.4991 22.1198
C -27.9764 -29.4651 20.9985
C -26.7941 -29.9628 21.9271
O -26.8744 -29.3416 23.2317
O -29.2526 -29.6802 21.4912
H -28.0305 -30.1138 20.1243
H -27.9457 -28.4255 20.6722
H -25.8628 -29.6112 21.4830
H -26.7933 -31.0307 22.1456
H -27.6752 -29.7098 23.6122
H -29.8676 -29.4166 20.8028
C -28.5888 -28.0153 27.4499
C -27.4310 -27.2039 28.2054
O -27.7085 -26.4588 29.3898
O -28.1874 -28.3620 26.0863
H -29.4430 -27.3725 27.2374
H -29.0469 -28.8452 27.9880
H -27.0612 -26.5066 27.4536
H -26.5297 -27.7739 28.4311
H -27.2738 -26.8460 30.1530
H -27.4821 -29.0131 26.0971
C -28.9789 -25.6464 21.7203
C -28.7272 -24.1406 21.5140
O -29.7763 -23.5305 20.7534
O -30.1187 -25.9094 22.5378
H -28.1679 -26.1835 22.2121
H -29.3013 -26.2024 20.8400
H -27.8436 -23.8952 20.9250
H -28.6842 -23.4996 22.3946
H -30.5857 -23.8702 21.1420
H -29.8219 -25.6964 23.4256
C -30.3697 -32.6661 19.4786
C -31.1702 -32.9091 18.1482
O -31.8278 -34.1663 18.0597
O -31.1149 -31.8005 20.2980
H -29.4108 -32.1740 19.3160
H -30.0420 -33.6145 19.9044
H -30.5431 -33.0334 17.2654
H -31.8710 -32.1611 17.7773
H -32.6797 -33.9170 17.6942
H -30.7151 -31.7054 21.1656
C -30.0325 -31.9176 23.9118
C -31.2089 -30.9850 24.3144
O -32.3720 -31.1814 23.4850
O -30.3217 -33.2087 24.2241
H -29.1535 -31.6401 24.4935
H -29.7819 -31.6002 22.8996
H -30.8767 -29.9521 24.4188
H -31.3467 -31.3088 25.3461
H -33.0272 -30.4907 23.6079
H -31.1184 -33.4729 23.7582
C -27.4153 -34.3258 22.7757
C -26.1059 -34.6192 22.0580
O -25.3056 -35.3487 22.9196
O -27.0722 -33.6694 24.0399
H -27.9902 -35.2168 23.0281
H -28.0230 -33.8006 22.0388
H -25.6420 -33.7090 21.6778
H -26.3043 -35.2534 21.1940
H -25.2058 -34.8438 23.7300
H -27.8183 -33.5856 24.6381
*
```

Calculated values
* orbital gap: 9.7 eV
* max |F|: 4.498 eV/A
* relative energy (zero: lowest compared OMol25 entry of this formula, charge and spin): 5.441 eV
* lowest unoccupied orbital energy: 0.25 eV
* SMILES string: OCCO.OCCO.OCCO.OCCO.OCCO.OCCO.OCCO.OCCO.OCCO.OCCO.OCCO.OCCO